{
  "formula": "C24H58Cu2N4O13",
  "method": "ωB97M-V with the def2-TZVPD basis set",
  "species": ["Cu", "Cu", "O", "C", "O", "O", "H", "O", "C", "O", "O", "H", "C", "O", "C", "C", "N", "C", "C", "O", "C", "H", "H", "H", "H", "H", "H", "H", "H", "H", "H", "H", "H", "H", "H", "H", "C", "O", "C", "C", "N", "C", "C", "O", "C", "H", "H", "H", "H", "H", "H", "H", "H", "H", "H", "H", "H", "H", "H", "H", "C", "O", "C", "C", "N", "C", "C", "O", "C", "H", "H", "H", "H", "H", "H", "H", "H", "H", "H", "H", "H", "H", "H", "H", "C", "C", "C", "O", "C", "N", "H", "H", "H", "H", "H", "H", "H", "H", "H", "H", "H"],
  "coordinates": [[-2.976008, -0.798605, -2.766330], [-3.397870, -0.032465, 1.604277], [0.121931, 1.185859, -0.527195], [-1.069155, 0.577776, -0.560009], [-1.701103, 0.428867, 0.528266], [-1.489441, 0.199494, -1.669285], [0.153249, 1.588586, 0.357282], [-2.329449, -3.840992, -0.028089], [-2.852549, -2.616000, 0.051497], [-3.042824, -2.131487, 1.203512], [-3.080670, -2.022551, -1.024343], [-2.201930, -4.110423, 0.895077], [3.868742, 2.105924, -0.958011], [3.905191, 2.005548, -2.369919], [2.792398, 1.339973, -2.931377], [2.820807, -0.166216, -2.764091], [4.083251, -0.682628, -3.253750], [4.129036, -2.133743, -3.158855], [5.500486, -2.723674, -3.487897], [6.483033, -1.935662, -2.856379], [7.124030, -2.547393, -1.761411], [3.653954, 1.117419, -0.524916], [3.005154, 2.710183, -0.649126], [4.831088, 2.485602, -0.634170], [2.962061, 1.526494, -3.993735], [1.851407, 1.780169, -2.588503], [2.027239, -0.598868, -3.392407], [2.498281, -0.542029, -1.773765], [4.847458, -0.370253, -2.659712], [3.440587, -2.552328, -3.918016], [3.613641, -2.500444, -2.250101], [5.591319, -2.794107, -4.571889], [5.509867, -3.755288, -3.117418], [7.792363, -1.789306, -1.356615], [7.722813, -3.397512, -2.092363], [6.437535, -2.828037, -0.956555], [3.131040, 3.782535, 2.331778], [2.115330, 2.786449, 2.308525], [2.609432, 1.523642, 2.657342], [1.423969, 0.573433, 2.756524], [0.366855, 1.043513, 3.679594], [0.795418, 1.029332, 5.102443], [-0.187261, 1.711171, 6.029992], [-1.563492, 1.356638, 5.939446], [-2.381074, 2.244525, 6.687304], [2.779600, 4.759202, 1.997658], [3.960007, 3.460727, 1.700930], [3.409453, 4.013272, 3.366799], [3.120532, 1.525538, 3.631779], [3.377997, 1.125623, 1.981769], [1.819683, -0.335429, 3.222432], [0.965586, 0.410668, 1.782293], [0.302267, 2.053827, 3.517193], [1.830521, 1.314138, 5.293445], [0.773881, -0.047506, 5.328838], [-0.108261, 2.791804, 5.850690], [0.151042, 1.469070, 7.042555], [-2.212088, 2.291080, 7.762668], [-3.372583, 1.791265, 6.584806], [-2.454700, 3.206021, 6.176696], [-4.270089, 3.430742, -7.604995], [-3.661626, 3.093423, -6.379220], [-3.158802, 1.794426, -6.369324], [-3.230713, 1.136575, -4.992449], [-2.655286, -0.205746, -4.823706], [-1.231913, -0.322602, -5.197962], [-0.807038, -1.727619, -4.876413], [-0.893750, -1.730105, -3.471784], [-0.387496, -2.872283, -2.788964], [-3.778175, 3.002638, -8.484116], [-4.226716, 4.507597, -7.763127], [-5.331444, 3.167130, -7.654803], [-2.149817, 1.777428, -6.801796], [-3.786712, 1.164492, -7.022116], [-4.296758, 1.159984, -4.735492], [-2.844438, 1.841813, -4.245505], [-3.187062, -0.754403, -5.505156], [-0.634056, 0.434445, -4.688778], [-1.113508, -0.062930, -6.254253], [0.188522, -1.969346, -5.256446], [-1.491792, -2.474103, -5.303775], [-1.003002, -3.744087, -3.036908], [-0.561771, -2.737879, -1.721680], [0.677722, -3.044578, -2.925521], [-1.157135, -2.309817, 4.197696], [-2.523235, -1.557083, 4.122522], [-3.073246, -1.339942, 5.485806], [-4.301403, -0.644923, 5.414888], [-5.168000, -0.961105, 6.483729], [-2.326592, -0.284067, 3.405135], [-0.405513, -1.632673, 4.607463], [-0.856940, -2.660970, 3.211047], [-1.208629, -3.186090, 4.842100], [-2.994906, -2.365890, 3.556924], [-2.376147, -0.800227, 6.137981], [-3.189152, -2.296955, 6.008778], [-5.417504, -2.019616, 6.581018], [-6.103308, -0.414568, 6.355188], [-4.785842, -0.568097, 7.435026], [-2.210567, 0.393584, 4.186324], [-1.345241, -0.278955, 3.095480]],
  "forces_ev_per_angstrom": [[2.565, -0.781, 0.600], [2.452, -1.570, 0.715], [-0.620, -0.049, 0.318], [-1.221, -0.211, -0.142], [-0.261, 0.487, 0.713], [-0.157, 0.262, -1.198], [0.490, 0.052, -0.110], [-0.128, 0.283, 0.346], [0.074, 0.888, -0.169], [-0.467, 0.619, 0.343], [-0.579, 0.556, -1.526], [0.058, -0.351, -0.155], [-0.889, -0.720, -0.514], [0.141, 0.021, 0.567], [0.539, 0.182, -0.490], [-0.355, -0.401, -0.289], [0.251, -0.633, 0.693], [-1.505, -0.531, -1.049], [-0.909, -0.088, 0.986], [0.101, -0.051, -0.457], [0.374, 0.344, 0.048], [0.438, -0.020, 0.149], [0.312, 0.425, 0.096], [-0.083, 0.134, 0.168], [-0.482, 0.019, -0.058], [-0.084, 0.003, 0.019], [-0.003, 0.269, -0.256], [0.505, 0.276, 0.270], [-0.014, 0.429, -0.242], [0.132, 0.200, -0.141], [0.832, 0.024, 0.469], [0.536, 0.487, 0.008], [0.163, 0.013, 0.001], [0.102, -0.071, 0.018], [-0.062, -0.159, 0.138], [-0.151, -0.186, -0.140], [-0.042, 0.444, 0.401], [-0.054, 0.390, -0.328], [0.012, -0.523, 0.522], [0.216, 0.149, 1.002], [0.534, 1.592, 0.333], [-1.202, -2.633, -0.604], [0.554, 0.869, 0.370], [0.939, -0.389, -0.433], [-1.588, -0.697, -0.768], [-0.482, -0.384, -0.522], [0.232, 0.153, 0.236], [0.465, -0.542, -0.033], [-0.087, 0.375, 0.032], [-0.231, 0.197, -0.385], [-0.171, -0.337, -0.623], [0.162, -0.357, 0.009], [-0.406, -0.197, -0.577], [-0.148, 0.607, 0.049], [0.191, 0.071, 0.379], [0.003, 0.063, 0.265], [0.060, 0.370, 0.077], [0.704, 0.156, -0.102], [-0.049, 0.150, 0.086], [0.373, 0.259, 0.407], [-0.451, 0.637, -1.025], [0.070, -0.173, 0.806], [0.039, -1.087, -1.164], [-0.684, 2.356, 1.081], [-1.182, 0.475, 0.635], [0.262, 0.310, -0.886], [0.078, 0.015, -0.151], [-0.129, -0.267, 0.813], [-0.734, -0.614, 0.618], [0.189, -0.225, 0.244], [0.146, 0.033, 0.398], [0.078, -0.281, 0.274], [0.052, 0.020, 0.186], [0.165, -0.021, -0.112], [-0.008, -0.641, -0.070], [0.600, -0.280, -0.101], [0.121, -0.531, 0.428], [-0.129, -0.240, 0.466], [-0.168, -0.365, -0.053], [0.119, 0.173, 0.251], [-0.011, 0.075, -0.067], [0.394, -0.123, -0.290], [0.071, 0.387, -0.097], [0.027, 0.130, -0.451], [0.202, 0.791, 0.435], [1.458, -2.227, -0.376], [-0.501, -0.206, 1.192], [-0.071, -0.330, -0.391], [-0.613, 0.861, 0.747], [0.144, -0.143, -0.054], [0.221, -0.181, -0.057], [0.045, 0.208, -0.079], [-0.212, 0.058, 0.074], [-1.311, 0.989, -0.200], [0.130, 0.237, -0.314], [-0.210, -0.173, -0.384], [0.317, -0.085, -0.179], [0.053, -0.072, -0.387], [0.271, -0.345, -0.020], [-0.770, 0.639, -0.580], [-0.150, 0.281, -0.684]],
  "mulliken_charge": [0.27, 0.33, -0.12, 0.34, 0.00, -0.38, 0.23, -0.44, 0.51, -0.48, -0.48, 0.34, -0.61, -0.43, -0.59, -0.07, -0.25, -0.42, -0.61, -0.38, -0.73, 0.23, 0.31, 0.31, 0.33, 0.29, 0.05, 0.14, 0.30, 0.17, 0.31, 0.35, 0.39, 0.25, 0.33, 0.31, -0.88, -0.36, -0.53, -0.51, 0.21, -0.76, -0.85, -0.27, -0.82, 0.25, 0.34, 0.36, 0.40, 0.48, 0.54, -0.32, 0.31, 0.40, 0.23, 0.48, 0.36, 0.33, 0.20, 0.35, -0.74, -0.38, -0.55, -0.71, 0.20, -0.69, -0.79, 0.12, -0.61, 0.33, 0.28, 0.31, 0.33, 0.41, 0.35, 0.45, 0.28, 0.52, 0.58, 0.37, 0.39, 0.34, 0.00, 0.24, -1.34, 1.03, -1.08, -0.36, -0.87, 0.50, 0.18, 0.29, 0.46, 0.20, 0.29, 0.57, 0.35, 0.29, 0.33, 0.15, -0.06],
  "energy_ha": -5426.61818,
  "total_charge": 2,
  "multiplicity": 3,
  "molar_mass_g_mol": 737.84,
  "lumo_energy_ev": [-6.56, -9.17]
}